This record from the OMol25 dataset describes C6H8Br2Cl12 as an isolated structure in a non-equilibrium geometry. The level of theory is the ωB97M-V functional and the def2-TZVPD basis.

Last column: natural (NBO) charge in e.
Cartesian coordinates (Å):
Br  -13.472  -13.055  -8.687  -0.03
C  -11.571  -12.586  -8.955  -0.42
C  -10.904  -13.655  -8.101  -0.42
Br  -8.944  -13.340  -8.317  -0.05
H  -11.520  -11.549  -8.625  0.24
H  -11.332  -12.620  -10.018  0.23
H  -10.973  -14.684  -8.454  0.24
H  -11.305  -13.595  -7.089  0.23
C  -5.876  -17.060  -11.912  -0.32
Cl  -5.995  -15.712  -10.839  0.03
Cl  -7.438  -17.378  -12.635  0.02
Cl  -5.516  -18.517  -11.049  0.04
H  -5.123  -16.831  -12.666  0.24
C  -9.505  -9.496  -12.097  -0.26
Cl  -10.636  -10.308  -13.142  0.05
Cl  -9.422  -10.218  -10.436  -0.02
Cl  -9.927  -7.731  -11.953  0.00
H  -8.489  -9.612  -12.475  0.23
C  -7.493  -17.315  -16.324  -0.23
Cl  -8.641  -18.800  -16.311  -0.01
Cl  -7.584  -16.418  -17.876  0.03
Cl  -5.839  -17.880  -15.887  -0.01
H  -7.599  -16.584  -15.523  0.23
C  -7.966  -13.251  -12.953  -0.30
Cl  -7.334  -11.880  -13.744  0.06
Cl  -8.021  -14.536  -14.143  -0.01
Cl  -9.542  -13.174  -12.110  0.01
H  -7.280  -13.598  -12.181  0.24

Calculated values
HOMO-LUMO gap	0.3850	hartree
relative energy (zero: lowest compared OMol25 entry of this formula, charge and spin)	1.047	eV
E_tot	-10903.6959	a.u.